# C23H37N5O4

A cluster of 2 separate species, C23H37N5O4 in total (the ωB97M-V functional and the def2-TZVPD basis, OMol25).

XYZ file:
```
69
C23H37N5O4 (the ωB97M-V functional and the def2-TZVPD basis)
O 0.68570 0.87049 3.49044
O 2.86560 -3.93829 -3.75190
O 1.66725 -0.03960 -0.13085
O 0.01869 2.23255 1.76593
C 0.91805 1.73904 2.65010
C 2.00482 -3.31249 -3.15507
C 1.99267 -1.21892 -0.10623
C -0.58242 -2.34340 1.97643
C -0.62239 -2.63039 0.65508
C -3.85747 -1.60421 -1.21510
C -4.53408 -1.06916 -0.10412
C -2.56719 -2.14879 -1.07024
C -3.92443 -1.08011 1.16263
C -1.92550 -2.17089 0.18698
C -2.64075 -1.62849 1.29551
N -1.77879 -1.77079 2.36275
N 2.99596 -1.66998 0.65924
N 2.17676 2.33613 2.64794
N -0.57316 2.03627 -1.35543
N 2.19753 -2.96090 -1.88571
C 0.72310 -2.92814 -3.86637
C 3.72768 -0.84018 1.61342
C 3.12037 2.11566 3.74410
C 2.54766 3.20296 1.52918
C 0.02431 3.38508 -1.29880
C -0.17167 1.23454 -2.52480
C -2.94630 2.60665 -1.70586
C -1.14582 1.43226 1.54144
C -2.12728 2.17339 0.62750
C -1.94802 1.81578 -0.85768
C 0.47561 -3.23875 -0.15800
C 1.27123 -2.23321 -1.00314
H 0.26654 -2.51625 2.62706
H -4.33355 -1.59579 -2.18632
H -5.52524 -0.65335 -0.22481
H -2.05770 -2.55418 -1.93002
H -4.43391 -0.67189 2.02214
H -1.95074 -1.43921 3.30167
H 3.20216 -2.65480 0.63088
H 3.09954 -3.21647 -1.51850
H 0.76562 -3.29858 -4.88955
H 0.63031 -1.84422 -3.88238
H -0.12559 -3.37465 -3.35431
H 4.68972 -1.29405 1.85350
H 3.89417 0.15420 1.19255
H 3.13626 -0.73452 2.52475
H 3.25459 1.04696 3.93433
H 4.10283 2.53858 3.51510
H 2.74804 2.58879 4.65831
H 1.90659 4.08990 1.50548
H 2.43837 2.66212 0.58281
H 3.58611 3.53700 1.60795
H 1.10668 3.32554 -1.44770
H -0.15396 3.86090 -0.33142
H -0.39728 4.02368 -2.08078
H -0.59480 1.65364 -3.44265
H 0.91870 1.21793 -2.61847
H -0.51835 0.20220 -2.42223
H -3.96918 2.37432 -1.39567
H -2.84244 2.34555 -2.76264
H -2.78577 3.68273 -1.59430
H -1.64461 1.22283 2.49342
H -0.85494 0.48080 1.08626
H -3.14259 1.88960 0.91765
H -2.03499 3.25200 0.78137
H -2.18358 0.75140 -0.96037
H 1.15336 -3.77713 0.50584
H 0.02102 -3.97291 -0.82476
H 0.56092 -1.65677 -1.59349
```

## Properties
**HOMO level**: -7.54 eV
**2S+1**: 1
**HOMO-LUMO gap**: 8.1 eV
**Total energy**: -40093.253 eV
**Net charge**: 0